No. 1
{"formula": "C16H30BrILaO5", "method": "ωB97M-V/def2-TZVPD", "spin_multiplicity": 1, "de_lowest_kcal_mol": 0.0, "charge": 3, "gap_ev": 5.8359, "elements": ["C", "C", "O", "C", "O", "C", "C", "C", "C", "O", "C", "C", "C", "C", "I", "C", "O", "C", "Br", "C", "C", "C", "O", "H", "H", "H", "H", "H", "H", "H", "H", "H", "H", "H", "H", "H", "H", "H", "H", "H", "H", "H", "H", "H", "H", "H", "H", "H", "H", "H", "H", "H", "H", "La"], "positions_angstrom": [[3.549, 2.641, 2.035], [4.675, 2.792, 1.039], [4.325, 2.271, -0.277], [4.077, 0.961, -0.321], [4.892, 0.066, -0.184], [2.631, 0.616, -0.636], [2.326, 0.822, -2.104], [1.270, -0.123, -2.694], [1.442, -1.632, -2.551], [0.206, -2.148, -2.107], [0.101, -1.977, -0.698], [0.872, -2.928, 0.208], [0.750, -2.383, 1.641], [1.342, -0.968, 1.702], [0.032, 0.654, 2.175], [-1.339, -2.047, -0.328], [-1.924, -0.733, -0.182], [-3.327, -0.915, 0.203], [-3.384, -1.465, 2.041], [-3.899, 0.437, 0.042], [-5.426, 0.669, 0.077], [-5.683, 2.142, 0.374], [-5.989, -0.170, 1.034], [2.594, 2.866, 1.557], [3.497, 1.623, 2.417], [3.666, 3.324, 2.867], [5.556, 2.259, 1.380], [4.929, 3.833, 0.891], [2.464, -0.404, -0.356], [1.999, 1.252, 0.008], [3.220, 0.797, -2.721], [1.935, 1.845, -2.225], [1.224, 0.174, -3.742], [0.265, 0.152, -2.251], [1.713, -2.083, -3.499], [2.265, -1.845, -1.873], [0.457, -0.938, -0.492], [1.919, -3.071, -0.046], [0.413, -3.912, 0.122], [1.251, -2.988, 2.388], [-0.295, -2.387, 1.932], [2.173, -0.909, 2.395], [1.706, -0.650, 0.760], [-1.421, -2.531, 0.634], [-1.888, -2.650, -1.047], [-3.774, -1.706, -0.388], [-3.377, 1.067, 0.779], [-3.559, 0.688, -0.954], [-5.837, 0.473, -0.914], [-5.382, 2.337, 1.402], [-6.715, 2.412, 0.198], [-5.029, 2.758, -0.243], [-6.494, 0.340, 1.672], [-0.990, 1.292, -1.141]]}

No. 2
{"formula": "C49H42O4PSn", "method": "ωB97M-V/def2-TZVPD", "spin_multiplicity": 1, "charge": 1, "gap_ev": 5.9835, "elements": ["Sn", "C", "C", "C", "O", "C", "C", "O", "C", "O", "C", "C", "C", "C", "C", "C", "C", "C", "C", "C", "C", "C", "C", "O", "C", "C", "C", "C", "C", "C", "C", "C", "C", "C", "C", "C", "H", "H", "H", "H", "H", "H", "H", "H", "H", "H", "H", "H", "H", "H", "H", "H", "H", "H", "H", "H", "H", "H", "H", "H", "H", "H", "H", "H", "C", "C", "C", "C", "C", "C", "P", "C", "C", "C", "C", "C", "C", "C", "C", "C", "C", "C", "C", "H", "H", "H", "H", "H", "H", "H", "H", "H", "H", "H", "H", "H", "H"], "positions_angstrom": [[-1.165, 1.300, -0.047], [0.890, -4.257, 2.670], [1.453, -3.195, 1.753], [2.874, -3.534, 1.333], [1.391, -1.939, 2.415], [1.180, -0.988, 1.399], [0.200, -1.707, 0.449], [0.656, -3.041, 0.557], [-1.346, -1.650, 0.590], [-1.778, -0.318, 0.847], [-1.988, -2.123, -0.726], [-3.364, -1.928, -0.861], [-4.024, -2.285, -2.025], [-3.315, -2.835, -3.087], [-1.953, -3.047, -2.958], [-1.293, -2.706, -1.779], [-1.882, -2.531, 1.723], [-2.171, -3.874, 1.492], [-2.764, -4.643, 2.482], [-3.072, -4.082, 3.714], [-2.753, -2.755, 3.959], [-2.165, -1.982, 2.965], [0.982, 0.468, 1.855], [0.637, 1.215, 0.712], [0.058, 0.718, 3.056], [0.225, 0.008, 4.243], [-0.600, 0.257, 5.328], [-1.583, 1.238, 5.266], [-1.730, 1.979, 4.107], [-0.898, 1.726, 3.022], [2.345, 1.054, 2.310], [2.478, 2.440, 2.352], [3.675, 3.021, 2.738], [4.758, 2.223, 3.083], [4.627, 0.845, 3.052], [3.424, 0.258, 2.674], [1.607, -4.467, 3.464], [0.708, -5.166, 2.098], [-0.044, -3.920, 3.114], [3.512, -3.598, 2.214], [3.275, -2.781, 0.652], [2.874, -4.497, 0.822], [2.089, -0.920, 0.784], [0.418, -1.332, -0.560], [-3.915, -1.505, -0.028], [-5.095, -2.143, -2.106], [-3.825, -3.111, -4.001], [-1.394, -3.495, -3.770], [-0.239, -2.939, -1.689], [-1.923, -4.324, 0.539], [-2.996, -5.682, 2.284], [-3.569, -4.672, 4.473], [-2.973, -2.308, 4.921], [-1.941, -0.944, 3.153], [0.990, -0.751, 4.314], [-0.468, -0.319, 6.235], [-2.212, 1.441, 6.123], [-2.470, 2.768, 4.049], [-0.993, 2.379, 2.146], [1.636, 3.066, 2.084], [3.758, 4.100, 2.776], [5.694, 2.675, 3.386], [5.461, 0.212, 3.326], [3.334, -0.820, 2.692], [3.181, -0.682, -3.242], [3.382, 0.146, -2.144], [2.461, 1.138, -1.849], [1.337, 1.312, -2.663], [1.130, 0.469, -3.754], [2.056, -0.523, -4.040], [0.181, 2.616, -2.170], [0.603, 4.084, -3.134], [1.692, 4.120, -3.999], [1.940, 5.270, -4.737], [1.116, 6.377, -4.605], [0.040, 6.349, -3.724], [-0.213, 5.208, -2.984], [-1.426, 2.106, -2.838], [-1.855, 2.276, -4.156], [-3.107, 1.807, -4.526], [-3.937, 1.170, -3.607], [-3.534, 0.993, -2.287], [-2.291, 1.486, -1.963], [3.900, -1.457, -3.474], [4.253, 0.014, -1.515], [2.600, 1.770, -0.979], [0.250, 0.582, -4.375], [1.896, -1.176, -4.889], [2.334, 3.255, -4.104], [2.781, 5.299, -5.417], [1.311, 7.268, -5.188], [-0.595, 7.218, -3.613], [-1.050, 5.180, -2.294], [-1.208, 2.773, -4.870], [-3.445, 1.941, -5.546], [-4.918, 0.820, -3.904], [-4.176, 0.511, -1.566]]}

No. 3
{"formula": "C6H14N2O2", "method": "ωB97M-V/def2-TZVPD", "spin_multiplicity": 2, "de_lowest_kcal_mol": 36.4, "s_squared": 0.767, "charge": 1, "gap_ev": [10.7457, 5.1864], "elements": ["C", "C", "C", "O", "N", "H", "H", "H", "H", "H", "H", "H", "C", "C", "C", "O", "N", "H", "H", "H", "H", "H", "H", "H"], "positions_angstrom": [[-0.170, 2.479, 1.818], [1.626, 1.091, -1.170], [0.084, 1.828, 0.444], [-0.832, 1.514, -0.283], [1.381, 1.444, 0.209], [-1.133, 2.071, 2.118], [2.145, 1.832, 0.751], [0.907, 0.416, -1.643], [0.428, 2.072, 2.639], [-0.021, 3.601, 1.787], [1.696, 1.932, -1.845], [2.493, 0.384, -1.180], [-1.311, -1.741, -2.122], [-0.075, -1.641, 1.454], [-0.907, -2.224, 0.324], [-1.761, -3.067, 0.421], [-0.650, -1.475, -0.834], [0.119, -0.770, -0.889], [-1.276, -2.833, -2.259], [-2.331, -1.302, -2.062], [-0.592, -1.791, 2.414], [-0.849, -1.135, -2.911], [0.903, -2.120, 1.350], [0.127, -0.566, 1.470]]}

No. 4
{"formula": "C2H6O3S", "method": "ωB97M-V/def2-TZVPD", "spin_multiplicity": 1, "de_lowest_kcal_mol": 3.0, "gap_ev": 9.4927, "elements": ["O", "C", "O", "C", "S", "H", "H", "H", "H", "O", "H", "H"], "positions_angstrom": [[0.205, -1.382, -0.403], [-0.552, -0.693, 0.294], [-0.288, 0.457, 0.893], [-1.971, -1.145, 0.577], [-2.329, -1.359, 2.384], [0.612, 0.849, 0.724], [-2.656, -0.376, 0.170], [-2.245, -2.115, 0.120], [-1.580, -0.267, 2.645], [3.779, 1.938, -2.820], [2.944, 1.548, -2.477], [4.081, 2.546, -2.108]]}